# 1
DFT (ωB97M-V/def2-TZVPD) results for 16 unconnected molecules or ions with the total composition C38H82Br8N9O23 in a non-equilibrium geometry.

Atoms and positions in Å:
C (-10.83, -4.49, 2.44)
C (-9.81, -5.69, 2.69)
N (-8.57, -5.71, 1.74)
C (-9.01, -5.74, 0.26)
C (-7.81, -4.34, 1.85)
C (-7.26, -3.99, 3.25)
C (-7.56, -6.88, 2.12)
C (-7.84, -8.17, 1.39)
O (-9.19, -8.52, 1.71)
C (-9.68, -9.50, 0.90)
H (-10.24, -3.61, 2.69)
H (-11.71, -4.54, 3.09)
H (-11.21, -4.32, 1.43)
H (-10.34, -6.65, 2.67)
H (-9.40, -5.55, 3.69)
H (-9.54, -4.82, 0.04)
H (-9.64, -6.60, 0.04)
H (-8.13, -5.65, -0.37)
H (-8.47, -3.62, 1.37)
H (-6.97, -4.37, 1.15)
H (-8.07, -3.90, 3.97)
H (-6.68, -3.07, 3.15)
H (-6.56, -4.75, 3.58)
H (-7.60, -6.99, 3.20)
H (-6.52, -6.60, 1.99)
H (-7.14, -8.98, 1.59)
H (-7.87, -8.06, 0.30)
H (-10.56, -9.92, 1.38)
H (-8.97, -10.32, 0.81)
H (-10.01, -9.20, -0.09)
C (-1.89, -6.97, -0.74)
C (-3.23, -7.09, -1.04)
C (-4.29, -6.34, -0.27)
O (-5.60, -6.39, -0.58)
C (-4.06, -5.67, 0.88)
C (-2.63, -5.53, 1.33)
C (-1.47, -6.26, 0.43)
O (-0.30, -6.11, 0.78)
O (-2.43, -5.00, 2.40)
O (-3.48, -7.82, -2.08)
H (-1.12, -7.47, -1.30)
H (-4.83, -5.17, 1.45)
C (-6.94, -6.98, -3.45)
N (-7.05, -5.79, -4.32)
O (-6.52, -4.72, -3.99)
O (-7.80, -5.86, -5.28)
H (-5.86, -6.94, -3.30)
H (-7.29, -7.89, -3.94)
H (-7.43, -6.86, -2.48)
C (-6.83, -7.01, 7.70)
N (-7.00, -6.24, 6.46)
O (-6.20, -6.47, 5.57)
O (-8.03, -5.46, 6.42)
H (-6.60, -7.99, 7.29)
H (-7.77, -6.98, 8.26)
H (-6.01, -6.55, 8.25)
C (-7.55, -1.89, 7.14)
N (-8.90, -1.78, 6.52)
O (-9.44, -0.68, 6.48)
O (-9.30, -2.80, 5.91)
H (-7.04, -0.93, 7.06)
H (-6.99, -2.67, 6.62)
H (-7.57, -2.22, 8.18)
C (-11.28, -10.74, -4.55)
N (-10.86, -9.88, -3.42)
O (-10.60, -8.75, -3.76)
O (-10.81, -10.37, -2.30)
H (-11.00, -11.76, -4.27)
H (-10.72, -10.40, -5.42)
H (-12.33, -10.53, -4.76)
C (-9.16, -9.88, 4.73)
N (-10.11, -8.76, 4.86)
O (-11.20, -8.84, 4.28)
O (-9.75, -7.79, 5.55)
H (-9.52, -10.69, 5.37)
H (-8.23, -9.48, 5.13)
H (-9.06, -10.25, 3.71)
C (-12.89, -11.96, 2.00)
N (-11.45, -12.42, 1.97)
O (-10.68, -12.28, 2.94)
O (-11.05, -12.74, 0.86)
H (-12.95, -10.88, 1.87)
H (-13.11, -12.19, 3.04)
H (-13.49, -12.46, 1.24)
C (-2.67, -1.99, 1.24)
N (-3.71, -1.44, 2.12)
O (-3.29, -0.49, 2.79)
O (-4.77, -1.97, 2.21)
H (-1.94, -2.38, 1.95)
H (-2.27, -1.13, 0.70)
H (-3.25, -2.73, 0.69)
C (-3.47, -3.62, 4.76)
N (-3.51, -4.16, 6.08)
O (-4.11, -3.57, 6.93)
O (-2.90, -5.23, 6.30)
H (-2.42, -3.49, 4.52)
H (-3.91, -2.62, 4.83)
H (-4.11, -4.24, 4.14)
Br (-2.78, -10.58, 2.95)
C (-3.35, -8.68, 2.58)
C (-4.03, -8.05, 3.77)
Br (-5.38, -9.22, 4.55)
H (-4.05, -8.76, 1.75)
H (-2.48, -8.09, 2.31)
H (-4.54, -7.13, 3.50)
H (-3.26, -7.89, 4.53)
Br (-15.36, 1.86, 1.79)
C (-13.80, 0.62, 1.53)
C (-13.99, -0.62, 2.41)
Br (-12.20, -1.54, 2.62)
H (-12.86, 1.18, 1.56)
H (-13.91, 0.39, 0.47)
H (-14.70, -1.36, 2.06)
H (-14.28, -0.37, 3.43)
Br (-3.68, -2.41, -2.28)
C (-5.45, -2.76, -1.45)
C (-6.51, -1.91, -2.10)
Br (-8.23, -2.30, -1.13)
H (-5.39, -2.53, -0.39)
H (-5.64, -3.83, -1.61)
H (-6.68, -2.10, -3.16)
H (-6.33, -0.85, -1.96)
Br (-9.59, 0.18, 1.14)
C (-8.23, -0.11, 2.60)
C (-7.75, 1.22, 3.25)
Br (-6.08, 0.88, 4.37)
H (-7.39, -0.62, 2.15)
H (-8.64, -0.73, 3.40)
H (-8.51, 1.57, 3.94)
H (-7.45, 1.99, 2.54)
C (-16.18, -4.15, 4.04)
C (-15.50, -5.43, 4.47)
O (-14.20, -5.14, 5.02)
C (-13.42, -6.33, 5.13)
C (-12.47, -6.16, 6.33)
H (-15.59, -3.56, 3.33)
H (-17.21, -4.40, 3.79)
H (-16.25, -3.47, 4.89)
H (-16.00, -5.92, 5.31)
H (-15.41, -6.20, 3.70)
H (-13.98, -7.19, 5.50)
H (-12.95, -6.51, 4.16)
H (-11.59, -5.59, 6.06)
H (-12.02, -7.05, 6.78)
H (-13.04, -5.71, 7.14)
C (-13.63, -3.91, -0.12)
C (-13.65, -4.45, -1.56)
O (-12.43, -5.10, -1.89)
C (-12.21, -5.36, -3.22)
C (-10.73, -5.34, -3.51)
H (-13.46, -4.71, 0.60)
H (-12.86, -3.15, -0.02)
H (-14.60, -3.46, 0.11)
H (-14.45, -5.14, -1.80)
H (-13.89, -3.55, -2.12)
H (-12.79, -6.25, -3.49)
H (-12.68, -4.59, -3.83)
H (-10.53, -5.49, -4.57)
H (-10.16, -6.13, -3.01)
H (-10.29, -4.37, -3.30)

Properties
2S+1	2
<S²>	0.7569
molecular weight	1672.35	Da
HOMO (alpha / beta)	-0.2919 / -0.2909	hartree
frontier orbital gap (alpha / beta)	7.506 / 5.076	eV

Löwdin atomic charge list, values in e, 99 entries: C -0.0897; C -0.0942; N -0.1543; C 0.0113; C -0.1652; C -0.0343; C -0.0430; C -0.1727; O -0.2182; C -0.1345; H 0.0232; H 0.0595; H 0.0415; H 0.1052; H 0.1009; H 0.0606; H 0.1058; H 0.0812; H 0.0570; H 0.0981; H 0.0527; H 0.0620; H 0.0549; H 0.1099; H 0.1034; H 0.1289; H 0.1125; H 0.0743; H 0.1049; H 0.0793; C 0.0271; C -0.2598; C -0.3258; O -0.1351; C -0.0239; C -0.3130; C -0.3108; O 0.0754; O 0.0270; O 0.2048; H 0.1287; H 0.0917; C 0.0469; N -0.4125; O 0.0315; O 0.0609; H 0.0856; H 0.0987; H 0.0813; C 0.0480; N -0.3771; O -0.0244; O 0.0095; H 0.0807; H 0.1026; H 0.1105; C 0.0371; N -0.3990; O 0.0573; O 0.0138; H 0.0788; H 0.0804; H 0.1037; C 0.0433; N -0.4452; O 0.0592; O 0.0703; H 0.1007; H 0.0986; H 0.1053; C 0.0379; N -0.3848; O 0.0556; O 0.0300; H 0.1095; H 0.0419; H 0.0853; C 0.0537; N -0.4182; O 0.0290; O 0.0551; H 0.0966; H 0.0958; H 0.0989; C 0.0405; N -0.4511; O 0.0218; O 0.0405; H 0.1061; H 0.1053; H 0.0527; C 0.0094; N -0.4516; O 0.0688; O 0.0435; H 0.1136; H 0.0947; H 0.0911; Br 0.5496

---

# 2
DFT (ωB97M-V/def2-TZVPD) results for 11 unconnected molecules or ions with the total composition C38H85BrIN14O10 in a non-equilibrium geometry.

Atoms and positions in Å:
C (6.72, 2.04, -3.76)
C (5.21, 1.83, -3.96)
I (4.99, 0.53, -5.66)
C (4.56, 3.19, -4.15)
C (3.05, 3.29, -4.10)
C (2.17, 2.55, -5.14)
N (1.28, 1.73, -4.32)
C (1.34, 0.25, -4.40)
C (1.86, -0.44, -3.16)
N (2.63, -1.45, -3.22)
C (1.20, 2.32, -3.10)
N (0.17, 2.28, -2.30)
Br (-1.35, 1.40, -2.84)
N (2.37, 3.01, -2.80)
H (6.94, 3.04, -3.40)
H (7.17, 1.27, -3.15)
H (7.21, 1.96, -4.73)
H (4.83, 1.33, -3.07)
H (4.91, 3.68, -5.05)
H (4.93, 3.80, -3.33)
H (2.86, 4.34, -4.33)
H (1.54, 3.33, -5.56)
H (2.61, 2.08, -6.00)
H (0.35, -0.12, -4.64)
H (1.98, -0.02, -5.23)
H (1.57, -0.12, -2.17)
H (2.85, -1.70, -4.19)
H (0.20, 2.79, -1.41)
H (2.04, 3.93, -2.49)
C (-1.04, -0.58, 2.90)
C (-0.76, 0.30, 1.71)
O (-1.65, 0.94, 1.16)
N (0.52, 0.37, 1.28)
C (1.68, -0.33, 1.84)
H (-2.10, -0.53, 3.13)
H (-0.79, -1.62, 2.68)
H (-0.48, -0.24, 3.77)
H (0.66, 0.98, 0.50)
H (2.42, 0.41, 2.17)
H (2.14, -0.95, 1.06)
H (1.41, -0.95, 2.67)
C (6.37, -0.26, 1.57)
C (5.63, 0.75, 2.41)
O (4.46, 0.58, 2.74)
N (6.30, 1.87, 2.78)
C (7.67, 2.23, 2.48)
H (5.71, -1.10, 1.36)
H (6.68, 0.19, 0.63)
H (7.24, -0.65, 2.10)
H (5.75, 2.50, 3.33)
H (8.23, 2.36, 3.40)
H (7.69, 3.18, 1.93)
H (8.16, 1.47, 1.88)
C (3.26, 3.21, -9.64)
C (2.66, 4.03, -8.53)
O (3.18, 4.09, -7.42)
N (1.53, 4.71, -8.79)
C (0.78, 4.77, -10.04)
H (4.16, 2.73, -9.27)
H (2.56, 2.44, -9.97)
H (3.53, 3.84, -10.49)
H (1.18, 5.25, -8.01)
H (0.72, 5.80, -10.39)
H (-0.24, 4.41, -9.87)
H (1.25, 4.16, -10.80)
C (-4.53, 0.31, 1.93)
C (-5.54, 0.19, 3.04)
O (-5.47, 0.94, 4.01)
N (-6.50, -0.75, 2.93)
C (-6.67, -1.70, 1.85)
H (-3.83, 1.09, 2.19)
H (-3.98, -0.62, 1.80)
H (-5.02, 0.57, 0.99)
H (-7.15, -0.77, 3.71)
H (-7.65, -1.58, 1.39)
H (-6.60, -2.71, 2.26)
H (-5.90, -1.57, 1.10)
C (-2.11, 4.08, 0.83)
C (-1.26, 5.02, 0.01)
O (-0.28, 4.62, -0.64)
N (-1.58, 6.32, 0.02)
C (-2.67, 6.97, 0.73)
H (-1.73, 3.07, 0.74)
H (-2.09, 4.37, 1.88)
H (-3.14, 4.10, 0.48)
H (-0.97, 6.89, -0.55)
H (-3.33, 7.47, 0.01)
H (-2.26, 7.72, 1.40)
H (-3.25, 6.26, 1.30)
C (-4.03, -2.55, 4.94)
C (-2.67, -3.11, 5.27)
O (-1.95, -3.60, 4.41)
N (-2.26, -3.04, 6.56)
C (-2.97, -2.49, 7.70)
H (-4.21, -2.68, 3.88)
H (-4.81, -3.09, 5.49)
H (-4.08, -1.49, 5.18)
H (-1.34, -3.42, 6.71)
H (-2.39, -1.68, 8.14)
H (-3.11, -3.27, 8.46)
H (-3.94, -2.11, 7.41)
C (-3.38, 3.96, 4.16)
C (-3.93, 5.34, 3.94)
O (-3.47, 6.11, 3.10)
N (-4.99, 5.72, 4.70)
C (-5.67, 4.95, 5.73)
H (-2.55, 3.81, 3.47)
H (-3.01, 3.85, 5.18)
H (-4.13, 3.20, 3.96)
H (-5.31, 6.65, 4.51)
H (-6.72, 4.84, 5.47)
H (-5.61, 5.48, 6.68)
H (-5.23, 3.97, 5.84)
C (-3.52, -4.82, 1.88)
C (-3.25, -4.02, 0.63)
O (-4.15, -3.51, -0.02)
N (-1.96, -3.88, 0.24)
C (-0.76, -4.40, 0.88)
H (-4.59, -4.85, 2.06)
H (-3.17, -5.85, 1.76)
H (-3.02, -4.37, 2.74)
H (-1.85, -3.33, -0.61)
H (-0.10, -3.57, 1.15)
H (-0.23, -5.05, 0.18)
H (-1.01, -4.96, 1.77)
C (9.20, -3.22, -1.26)
C (8.07, -3.35, -0.27)
O (8.02, -2.69, 0.76)
N (7.09, -4.24, -0.56)
C (6.97, -5.11, -1.71)
H (9.90, -2.47, -0.89)
H (9.73, -4.16, -1.37)
H (8.83, -2.89, -2.23)
H (6.36, -4.28, 0.15)
H (6.04, -4.88, -2.25)
H (6.94, -6.15, -1.39)
H (7.80, -4.97, -2.39)
C (-6.02, -6.79, 0.10)
C (-6.20, -7.26, 1.52)
O (-6.04, -6.52, 2.48)
N (-6.55, -8.56, 1.71)
C (-6.78, -9.59, 0.71)
H (-5.74, -5.74, 0.11)
H (-5.22, -7.36, -0.39)
H (-6.94, -6.90, -0.46)
H (-6.66, -8.81, 2.68)
H (-7.80, -9.96, 0.80)
H (-6.10, -10.42, 0.87)
H (-6.64, -9.20, -0.29)

Properties
net charge	+1
2S+1	1
molecular weight	1104.99	Da
HOMO	-0.3881	hartree
frontier orbital gap	7.938	eV

Löwdin atomic charge list, values in e, 99 entries: C -0.1711; C -0.7224; I 0.9431; C -0.2165; C -0.2551; C -0.1189; N -0.0456; C -0.1549; C -0.2277; N 0.1158; C -0.4522; N -0.2883; Br 0.9062; N 0.1763; H 0.0745; H 0.0737; H 0.0359; H 0.0750; H 0.1240; H 0.1214; H 0.1431; H 0.1155; H 0.0528; H 0.0914; H 0.0716; H 0.0968; H 0.0320; H 0.0809; H 0.1527; C 0.0104; C -0.5208; O -0.0131; N 0.0214; C -0.0570; H 0.0643; H 0.0728; H 0.0964; H 0.1158; H 0.0538; H 0.0835; H 0.0790; C -0.0175; C -0.5339; O 0.0082; N 0.0086; C -0.0724; H 0.0782; H 0.0832; H 0.0801; H 0.1385; H 0.0849; H 0.0812; H 0.0734; C -0.0003; C -0.5369; O 0.0055; N 0.0146; C -0.0637; H 0.0811; H 0.0880; H 0.0903; H 0.1391; H 0.0877; H 0.0856; H 0.0739; C -0.0117; C -0.5625; O 0.0028; N 0.0162; C -0.0629; H 0.0582; H 0.0745; H 0.0959; H 0.1402; H 0.0843; H 0.0826; H 0.0629; C 0.0132; C -0.5119; O -0.0401; N 0.0301; C -0.0674; H 0.0485; H 0.0560; H 0.1067; H 0.1391; H 0.0862; H 0.0892; H 0.0358; C 0.0036; C -0.5341; O 0.0042; N 0.0143; C -0.0683; H 0.0664; H 0.0954; H 0.0848; H 0.1400; H 0.0839

---

# 3
DFT (ωB97M-V/def2-TZVPD) results for 7 unconnected molecules or ions with the total composition C38H85IN4O9P in a non-equilibrium geometry.

Atoms and positions in Å:
C (-2.43, 4.75, 3.69)
C (-2.50, 4.66, 2.16)
C (-1.83, 3.37, 1.67)
N (-0.51, 3.12, 2.32)
C (0.55, 3.05, 1.45)
N (1.21, 4.27, 1.15)
P (2.93, 4.21, 1.18)
N (3.51, 5.63, 1.20)
O (3.38, 3.29, 2.39)
O (3.39, 3.48, -0.20)
N (0.95, 1.93, 0.93)
C (0.29, 0.62, 1.02)
C (-0.56, 0.47, -0.25)
C (0.39, 0.61, -1.47)
I (0.40, 2.57, -2.32)
O (-3.87, 4.66, 1.80)
C (-4.13, 4.96, 0.45)
C (-4.19, 3.72, -0.42)
C (-3.84, 3.76, -1.77)
C (-3.89, 2.59, -2.52)
C (-4.26, 1.39, -1.93)
C (-4.63, 1.34, -0.60)
C (-4.59, 2.52, 0.16)
H (-2.30, 3.75, 4.10)
H (-1.62, 5.41, 3.98)
H (-3.39, 5.10, 4.04)
H (-2.01, 5.53, 1.73)
H (-1.72, 3.40, 0.59)
H (-2.50, 2.55, 1.90)
H (-0.55, 2.29, 2.90)
H (0.88, 4.56, 0.22)
H (4.06, 5.79, 2.03)
H (2.69, 3.11, 3.04)
H (2.60, 3.39, -0.75)
H (1.80, 1.95, 0.38)
H (-0.25, 0.48, 1.94)
H (1.07, -0.13, 0.98)
H (-0.97, -0.54, -0.28)
H (-1.33, 1.22, -0.28)
H (0.11, -0.09, -2.24)
H (1.40, 0.36, -1.18)
H (-3.40, 5.67, 0.06)
H (-5.10, 5.45, 0.41)
H (-3.53, 4.69, -2.21)
H (-3.61, 2.64, -3.56)
H (-4.29, 0.48, -2.53)
H (-4.93, 0.43, -0.12)
H (-4.88, 2.46, 1.19)
C (6.21, -0.07, -3.11)
C (5.40, -1.17, -2.44)
O (5.81, -1.45, -1.11)
C (5.72, -0.38, -0.19)
C (4.31, 0.15, 0.02)
H (7.27, -0.30, -3.07)
H (5.91, 0.02, -4.15)
H (6.06, 0.90, -2.63)
H (5.54, -2.11, -2.98)
H (4.33, -0.94, -2.47)
H (6.40, 0.43, -0.47)
H (6.08, -0.78, 0.76)
H (3.92, 0.62, -0.89)
H (4.32, 0.91, 0.80)
H (3.63, -0.66, 0.30)
C (-5.65, -3.27, -6.00)
C (-6.12, -2.22, -5.01)
O (-5.25, -1.10, -4.89)
C (-5.04, -0.35, -6.07)
C (-6.31, 0.26, -6.65)
H (-4.63, -3.59, -5.76)
H (-6.31, -4.13, -5.97)
H (-5.64, -2.89, -7.02)
H (-6.17, -2.66, -4.01)
H (-7.13, -1.89, -5.25)
H (-4.53, -0.96, -6.83)
H (-4.35, 0.45, -5.79)
H (-7.01, -0.50, -6.99)
H (-6.06, 0.90, -7.50)
H (-6.82, 0.86, -5.89)
C (-5.59, 1.32, 8.31)
C (-4.40, 1.63, 7.42)
O (-4.72, 2.38, 6.26)
C (-5.29, 3.66, 6.50)
C (-4.37, 4.60, 7.27)
H (-6.38, 0.83, 7.74)
H (-5.28, 0.66, 9.12)
H (-6.01, 2.22, 8.75)
H (-3.97, 0.69, 7.04)
H (-3.61, 2.12, 7.99)
H (-6.26, 3.57, 7.00)
H (-5.48, 4.08, 5.51)
H (-4.19, 4.25, 8.29)
H (-4.81, 5.59, 7.34)
H (-3.40, 4.67, 6.77)
C (6.19, 1.60, 2.76)
C (7.68, 1.82, 2.99)
O (8.10, 1.56, 4.31)
C (7.91, 0.23, 4.77)
C (8.65, -0.82, 3.96)
H (5.61, 2.19, 3.48)
H (5.92, 1.91, 1.75)
H (5.91, 0.55, 2.88)
H (7.92, 2.87, 2.80)
H (8.26, 1.23, 2.27)
H (6.84, 0.00, 4.82)
H (8.28, 0.23, 5.79)
H (8.27, -0.89, 2.93)
H (8.53, -1.80, 4.41)
H (9.71, -0.58, 3.90)
C (-9.71, -8.20, -5.38)
C (-9.09, -7.61, -6.64)
O (-7.86, -6.94, -6.42)
C (-6.81, -7.74, -5.90)
C (-6.42, -8.90, -6.79)
H (-9.81, -7.44, -4.61)
H (-10.69, -8.62, -5.61)
H (-9.10, -9.01, -4.97)
H (-9.76, -6.85, -7.05)
H (-8.98, -8.38, -7.41)
H (-7.06, -8.09, -4.89)
H (-5.96, -7.06, -5.79)
H (-7.22, -9.63, -6.89)
H (-5.55, -9.41, -6.38)
H (-6.18, -8.54, -7.79)
C (11.14, -2.22, 1.21)
C (10.37, -3.46, 1.65)
O (9.01, -3.21, 1.95)
C (8.22, -2.71, 0.88)
C (8.14, -3.64, -0.32)
H (11.04, -1.43, 1.95)
H (12.20, -2.46, 1.10)
H (10.78, -1.84, 0.26)
H (10.80, -3.84, 2.58)
H (10.46, -4.26, 0.91)
H (8.58, -1.72, 0.58)
H (7.23, -2.58, 1.30)
H (9.10, -3.76, -0.81)
H (7.44, -3.23, -1.05)
H (7.79, -4.62, -0.02)

Properties
net charge	+1
2S+1	1
relative energy (zero: lowest compared OMol25 entry of this formula, charge and spin)	0.0000	eV
molecular weight	900.00	Da
HOMO	-0.3988	hartree
frontier orbital gap	6.919	eV

Löwdin atomic charge list, values in e, 99 entries: C -0.0048; C -0.3734; C -0.0990; N 0.0985; C -0.3894; N 0.0260; P 0.4221; N -0.1290; O -0.1098; O -0.1601; N 0.1257; C -0.1199; C -0.2314; C -0.5860; I 0.9509; O -0.1107; C -0.1420; C -0.2132; C -0.0459; C -0.0852; C -0.0832; C -0.0693; C -0.0469; H 0.0755; H 0.0851; H 0.0828; H 0.1451; H 0.1095; H 0.1340; H 0.1330; H 0.1006; H 0.0022; H 0.0942; H -0.0402; H 0.0958; H 0.1280; H 0.1263; H 0.1251; H 0.0746; H 0.0531; H 0.0271; H 0.1276; H 0.1385; H 0.1136; H 0.1000; H 0.0984; H 0.1040; H 0.1169; C -0.0683; C -0.2685; O -0.1672; C -0.2733; C -0.0834; H 0.0863; H 0.0804; H 0.0668; H 0.1221; H 0.1024; H 0.1207; H 0.0976; H 0.0592; H 0.0411; H 0.0827; C -0.0715; C -0.2768; O -0.1796; C -0.2860; C -0.0765; H 0.0814; H 0.0725; H 0.0693; H 0.1170; H 0.1097; H 0.1080; H 0.1086; H 0.0690; H 0.0783; H 0.0817; C -0.0764; C -0.2857; O -0.1728; C -0.2812; C -0.0767; H 0.0833; H 0.0793; H 0.0683; H 0.1146; H 0.1067; H 0.1098; H 0.1114; H 0.0692; H 0.0809; H 0.0689; C -0.0883; C -0.2703; O -0.1495; C -0.2694; C -0.0706; H 0.0739